Model one:
C21H18N2O4S in the gas phase, computed with ωB97M-V with the def2-TZVPD basis set.

The geometry in ORCA input format:
```
! RIJCOSX wB97M-V def2-TZVPD def2/J DEFGRID3
* xyz 0 1
O -8.50 1.72 1.11
C -7.83 0.74 0.81
O -8.41 -0.44 0.50
C -6.32 0.76 0.75
C -5.59 -0.39 0.41
C -4.20 -0.36 0.36
C -3.49 0.82 0.66
C -2.07 0.87 0.63
C -1.38 2.06 0.93
C 0.14 2.13 0.91
O 0.72 3.13 1.35
N 0.78 1.07 0.35
C 2.12 0.79 0.16
C 3.13 1.62 0.53
C 4.51 1.23 0.28
C 4.71 0.05 -0.32
N 3.72 -0.83 -0.71
C 4.00 -2.12 -1.38
C 4.81 -3.08 -0.47
C 5.31 -4.23 -1.35
S 5.79 -3.46 -2.91
C 4.81 -1.96 -2.69
C 2.38 -0.51 -0.49
O 1.44 -1.25 -0.79
C -2.12 3.19 1.27
C -3.51 3.18 1.32
C -4.22 1.99 1.02
C -5.63 1.94 1.05
H -9.34 -0.24 0.59
H -6.10 -1.31 0.17
H -3.65 -1.26 0.09
H -1.55 -0.04 0.37
H 0.17 0.35 0.01
H 2.96 2.58 1.01
H 5.33 1.88 0.58
H 5.71 -0.33 -0.53
H 3.09 -2.65 -1.65
H 5.65 -2.58 0.00
H 4.19 -3.44 0.35
H 6.15 -4.76 -0.90
H 4.51 -4.95 -1.57
H 4.14 -1.81 -3.55
H 5.49 -1.11 -2.68
H -1.60 4.12 1.52
H -4.05 4.07 1.59
H -6.17 2.84 1.33
*
```

Values from the calculation:
SMILES string: O=C(O)c1ccc2cc(C(=O)Nc3cccn([C@@H]4CCSC4)c3=O)ccc2c1
HOMO energy: -8.283 eV



Model two:
C21H18N2O4S in the gas phase, computed with ωB97M-V with the def2-TZVPD basis set.

The geometry in ORCA input format:
```
! RIJCOSX wB97M-V def2-TZVPD def2/J DEFGRID3
* xyz 0 1
O 3.59 -2.49 7.33
C 2.92 -1.49 7.31
O 2.38 -0.96 8.43
C 2.49 -0.77 6.07
C 1.66 0.37 6.12
C 1.29 1.00 4.97
C 1.73 0.52 3.71
C 1.37 1.15 2.50
C 1.81 0.66 1.30
C 1.42 1.35 0.02
O 1.98 2.35 -0.38
N 0.42 0.71 -0.65
C -0.14 1.08 -1.88
C 0.22 2.13 -2.67
C -0.46 2.33 -3.90
C -1.44 1.49 -4.27
N -1.81 0.42 -3.48
C -2.87 -0.49 -3.94
C -2.55 -1.19 -5.25
C -3.81 -1.95 -5.61
S -5.19 -0.81 -5.25
C -4.22 0.22 -4.11
C -1.20 0.15 -2.28
O -1.51 -0.81 -1.58
C 2.63 -0.49 1.25
C 3.00 -1.11 2.40
C 2.56 -0.63 3.66
C 2.93 -1.26 4.87
H 2.69 -1.51 9.17
H 1.32 0.74 7.08
H 0.65 1.87 5.00
H 0.74 2.03 2.53
H -0.01 -0.11 -0.25
H 1.00 2.80 -2.35
H -0.20 3.16 -4.54
H -1.99 1.60 -5.20
H -2.95 -1.23 -3.15
H -2.31 -0.46 -6.03
H -1.69 -1.86 -5.13
H -3.85 -2.22 -6.66
H -3.91 -2.86 -5.01
H -4.73 0.32 -3.15
H -4.09 1.22 -4.53
H 2.97 -0.86 0.29
H 3.64 -1.99 2.38
H 3.56 -2.14 4.86
*
```

Values from the calculation:
SMILES string: O=C(O)c1ccc2cc(C(=O)Nc3cccn([C@@H]4CCSC4)c3=O)ccc2c1
HOMO energy: -8.317 eV



model two is the most stable structure shown above.